(1)
C25H28AsBCl2F6N8O4RbS2 as an isolated structure, computed with ωB97M-V/def2-TZVPD.

## Properties
* multiplicity: 2
* HOMO level (alpha / beta): -0.074 / -0.124 Ha
* E: -171688.7814 eV
* <S²>: 0.75
* LUMO (alpha / beta): 3.79 / 3.79 eV
* total charge: -2
* relative energy (zero: lowest compared OMol25 entry of this formula, charge and spin): 21.0 kcal per mole
* orbital gap (alpha / beta): 5.80 / 7.16 eV

Each line ends with the Mulliken spin population.
Positions of all 78 atoms, in Å:
Rb  -0.94388  1.01167  0.60605  -0.01
B  -3.86160  -3.03297  0.81171  0.00
N  -2.98295  -2.95531  2.09400  0.00
C  -3.21966  -3.49330  3.30327  0.00
C  -2.21139  -3.09450  4.16069  0.00
C  -1.39580  -2.27830  3.36014  0.00
N  -1.86323  -2.21260  2.11911  0.00
N  -4.35249  -1.59797  0.47181  0.00
C  -5.39663  -0.93401  0.99767  0.00
C  -5.38882  0.35582  0.50616  0.00
C  -4.26967  0.38427  -0.33693  0.00
N  -3.65197  -0.79323  -0.34991  0.00
H  -4.81994  -3.74055  1.05832  0.00
H  -3.20708  -3.45281  -0.12079  0.00
H  -4.08721  -4.11362  3.46108  0.00
H  -2.09889  -3.33440  5.20523  0.00
H  -0.50305  -1.72942  3.62352  0.00
H  -6.05577  -1.42210  1.69707  0.00
H  -6.06067  1.16140  0.74837  0.00
H  -3.87894  1.19940  -0.92903  0.00
C  3.16484  6.24828  -4.73585  0.00
C  2.89436  5.01351  -3.91679  0.00
C  3.72311  3.90106  -4.00292  0.00
C  3.47039  2.76573  -3.24208  0.01
C  2.38363  2.74387  -2.38746  -0.03
C  1.54720  3.84742  -2.28168  0.00
C  1.80500  4.97101  -3.04723  0.01
S  2.05428  1.28474  -1.40836  0.01
O  3.30434  0.56252  -1.35279  0.02
O  1.49585  1.76266  -0.16481  0.02
N  0.93347  0.42125  -2.15287  0.27
C  0.50173  0.71108  -3.38350  0.30
C  -1.16006  2.00251  -3.40345  0.14
O  -1.33040  2.23045  -4.56494  0.14
O  -1.48616  2.17252  -2.26512  0.09
H  4.00793  6.09465  -5.41000  0.00
H  3.39725  7.09883  -4.09130  0.00
H  2.29418  6.52110  -5.33503  0.00
H  4.57620  3.92011  -4.67257  0.00
H  4.11202  1.89630  -3.29582  0.00
H  0.70465  3.81532  -1.60379  0.00
H  1.14782  5.82999  -2.96993  0.00
H  -0.10007  -0.05123  -3.86780  -0.01
H  1.06434  1.36710  -4.04948  0.02
C  4.33093  -0.32724  4.45282  0.00
N  3.98349  -1.30469  3.45257  0.00
C  4.72184  -2.41006  3.09218  0.00
C  4.04978  -3.04708  2.12724  0.00
N  2.87550  -2.33672  1.87586  0.00
C  2.82637  -1.22102  2.70732  0.00
S  1.76135  0.02318  2.88186  0.00
C  1.89184  -2.78611  0.95046  0.00
C  1.97791  -4.08791  0.45007  0.00
C  1.00874  -4.50813  -0.44150  0.00
C  -0.01376  -3.64224  -0.78480  0.00
C  -0.01332  -2.38231  -0.21043  0.01
N  0.92790  -1.95505  0.62313  0.00
H  5.26198  -0.63706  4.92635  0.00
H  3.53452  -0.25154  5.19303  0.00
H  4.44591  0.65615  3.99654  0.00
H  5.67295  -2.63645  3.54022  0.00
H  4.33359  -3.92282  1.57999  0.00
H  2.74623  -4.77996  0.75722  0.00
H  1.04316  -5.51537  -0.83833  0.00
H  -0.82380  -3.94618  -1.43274  0.00
H  -0.84329  -1.71956  -0.40649  0.00
F  -2.17479  1.26262  3.25434  0.00
As  -2.18165  3.00302  3.22657  0.00
F  -2.71919  2.91450  1.55576  0.00
F  -0.54379  2.93994  2.61359  0.00
F  -2.15620  4.73814  3.15422  0.00
F  -1.60443  3.06081  4.86110  0.00
F  -3.82172  3.05563  3.78143  0.00
Cl  -3.75708  -3.61150  -3.80832  0.00
C  -2.87754  -2.26932  -3.03029  0.00
Cl  -3.00464  -0.76962  -3.95314  0.00
H  -1.83192  -2.55078  -2.99051  0.00
H  -3.28315  -2.09359  -2.03929  0.00

---

(2)
One molecule with the formula C2H4N4, computed with ωB97M-V/def2-TZVPD.

## Properties
* HOMO level: -0.310 Ha
* E: -8096.0752 eV
* LUMO: 0.81 eV
* total charge: 0
* SMILES: Nc1c[nH]nn1
* relative energy (zero: lowest compared OMol25 entry of this formula, charge and spin): 74.7 kcal per mole
* orbital gap: 9.26 eV

Each line ends with the natural charge from an NBO analysis.
Positions of all 10 atoms, in Å:
N  -0.17019  0.96134  1.85060  -0.79
C  -0.17634  0.38997  0.59140  0.23
C  -0.99828  0.09938  -0.42493  -0.18
N  -0.34029  -0.65922  -1.32670  -0.34
N  0.95898  -0.73830  -1.02876  -0.05
N  1.07314  -0.06745  0.11477  -0.29
H  0.60191  0.87414  2.26343  0.38
H  -1.31541  1.01909  2.22052  0.41
H  -2.02278  -0.06064  -0.76486  0.21
H  -0.86747  -1.24327  -1.98723  0.41

---

(3)
A 2-piece molecular cluster, C5H7NO2 overall, computed with ωB97M-V/def2-TZVPD.

## Properties
* HOMO level: -0.345 Ha
* E: -10881.8775 eV
* LUMO: -0.31 eV
* total charge: 0
* SMILES: CC(=O)C#N.C=CO
* relative energy (zero: lowest compared OMol25 entry of this formula, charge and spin): 40.1 kcal per mole
* orbital gap: 9.09 eV

Each line ends with the natural charge from an NBO analysis.
Positions of all 15 atoms, in Å:
C  1.44157  1.08445  -0.50822  -0.71
C  0.37628  0.27392  -1.18741  0.52
O  0.49939  -0.87027  -1.55004  -0.50
C  -0.83289  1.04568  -1.43135  0.17
N  -1.75336  1.68955  -1.65335  -0.25
H  1.86454  1.77750  -1.23662  0.25
H  1.01891  1.66994  0.30536  0.24
H  2.22664  0.42840  -0.14005  0.25
C  -1.48491  -0.68021  0.85696  -0.55
C  -0.34337  -0.89330  1.49654  0.15
O  0.61115  -1.78028  1.15682  -0.68
H  -1.76780  -1.25495  -0.00946  0.21
H  -2.18812  0.05137  1.20579  0.22
H  -0.06315  -0.34208  2.38448  0.18
H  0.39512  -2.19972  0.31056  0.49

---

(4)
A 2-piece molecular cluster, C5H12O2 overall, computed with ωB97M-V/def2-TZVPD.

## Properties
* HOMO level: -0.361 Ha
* E: -9472.8554 eV
* LUMO: 0.55 eV
* total charge: 0
* SMILES: CCCCC=O.O
* relative energy (zero: lowest compared OMol25 entry of this formula, charge and spin): 52.6 kcal per mole
* orbital gap: 10.37 eV

Each line ends with the natural charge from an NBO analysis.
Positions of all 19 atoms, in Å:
C  0.54410  2.15848  0.40812  -0.63
C  1.19250  0.91147  1.07152  -0.40
C  1.39689  -0.31401  0.14774  -0.39
C  0.00640  -0.80694  -0.42464  -0.52
C  0.09240  -1.81129  -1.49476  0.43
O  0.24484  -3.03235  -1.34520  -0.52
H  1.09592  2.54605  -0.45967  0.20
H  -0.53165  1.70077  0.18617  0.22
H  0.32312  2.99352  1.11722  0.21
H  0.48794  0.71956  1.87748  0.19
H  2.21183  1.12040  1.51768  0.20
H  1.60887  -1.13712  0.76225  0.21
H  2.37502  -0.14272  -0.37983  0.22
H  -0.53088  0.09645  -0.65248  0.23
H  -0.41076  -1.22088  0.55952  0.23
H  -0.32363  -1.39224  -2.45278  0.11
O  -2.73014  1.85772  0.93511  -0.93
H  -2.86477  0.94668  1.25971  0.47
H  -2.95234  2.34030  1.69763  0.47

---

(5)
C21H32AsEuN7O6SSe as an isolated structure, computed with ωB97M-V/def2-TZVPD.

## Properties
* multiplicity: 7
* HOMO level (alpha / beta): -0.352 / -0.434 Ha
* E: -201353.6497 eV
* <S²>: 12.02
* LUMO (alpha / beta): -2.31 / -6.72 eV
* total charge: +1
* relative energy (zero: lowest compared OMol25 entry of this formula, charge and spin): 70.8 kcal per mole
* orbital gap (alpha / beta): 7.28 / 5.10 eV

Each line ends with the natural charge from an NBO analysis.
Positions of all 70 atoms, in Å:
Eu  0.16588  0.14175  -0.10810  1.86
C  1.05302  2.60791  2.88889  -0.42
C  1.70786  2.87197  1.53195  -0.22
N  0.81718  2.67655  0.39194  -0.67
C  1.39991  3.35157  -0.78040  -0.22
C  1.02446  2.64344  -2.07838  -0.24
N  1.50462  1.28660  -2.11659  -0.67
C  2.96070  1.01331  -2.38271  -0.22
C  3.97273  0.92925  -1.19535  -0.42
C  3.97490  -0.39874  -0.41498  -0.23
N  2.79469  -0.44113  0.48305  -0.66
C  3.27324  -0.13501  1.86427  -0.23
C  2.16786  -0.29464  2.89930  -0.24
N  0.82930  0.07998  2.37921  -0.67
C  0.24872  1.29610  2.99829  -0.24
H  0.38167  3.45639  3.15270  0.23
H  1.85452  2.61204  3.62247  0.22
H  2.50342  2.18050  1.35846  0.20
H  2.12817  3.89601  1.50062  0.20
H  -0.04872  3.11949  0.60498  0.39
H  2.50523  3.36903  -0.64822  0.20
H  1.08232  4.32390  -0.88511  0.21
H  1.41157  3.25805  -2.90924  0.20
H  -0.10191  2.62443  -2.14296  0.22
H  1.01309  0.76561  -2.83914  0.40
H  3.32348  1.77816  -3.09205  0.19
H  2.94305  0.11427  -2.93533  0.21
H  3.86095  1.76924  -0.50947  0.20
H  4.93899  1.04691  -1.72869  0.23
H  4.93198  -0.57619  0.10607  0.20
H  3.85131  -1.21710  -1.10279  0.22
H  2.52787  -1.41381  0.57250  0.41
H  3.77860  0.85911  1.82577  0.19
H  4.04026  -0.86431  2.13521  0.20
H  2.38723  0.34963  3.76418  0.20
H  2.09690  -1.27786  3.28707  0.23
H  0.18413  -0.64083  2.56210  0.43
H  0.02400  1.17308  4.10895  0.21
H  -0.76476  1.43007  2.57078  0.22
O  -0.51157  -3.07963  2.28390  -1.04
As  -1.96757  -2.42694  1.50338  2.47
O  -3.30243  -2.58825  2.45361  -1.12
O  -1.42777  -0.91968  1.12619  -1.24
C  -2.11045  -3.46403  -0.10415  -0.44
C  -3.34017  -4.14983  -0.26771  -0.16
C  -3.55615  -4.99142  -1.36524  -0.21
C  -2.62849  -5.03343  -2.35968  -0.14
C  -1.43269  -4.34862  -2.23270  -0.20
C  -1.15219  -3.62998  -1.10804  -0.30
S  0.36639  -2.65453  -1.21838  2.43
O  1.42554  -3.43310  -1.80249  -0.92
O  0.05121  -1.38105  -1.92635  -1.04
O  0.74064  -2.13471  0.07478  -1.02
H  -0.79544  -3.58267  3.09373  0.51
H  -3.99637  -3.99399  0.56018  0.26
H  -4.47908  -5.58790  -1.39491  0.24
H  -2.75309  -5.61142  -3.25343  0.22
H  -0.70369  -4.26083  -3.01636  0.24
Se  -2.53492  0.02102  -3.36685  1.28
N  -4.22600  0.29133  -2.85502  -0.72
C  -4.13578  0.97168  -1.75870  0.20
C  -5.24694  1.46713  -0.89249  -0.21
C  -4.96682  2.12257  0.25249  -0.23
C  -3.58590  2.22416  0.67425  0.14
N  -2.55410  1.87870  -0.01621  -0.52
C  -2.79786  1.23334  -1.22353  0.36
N  -1.80913  0.81943  -1.91587  -0.84
H  -6.25115  1.38037  -1.28881  0.24
H  -5.71681  2.44801  0.95119  0.24
H  -3.34962  2.64950  1.65399  0.20

---

(6)
One molecule with the formula C17H22N2OS, computed with ωB97M-V/def2-TZVPD.

## Properties
* HOMO level: -0.307 Ha
* E: -33832.7608 eV
* LUMO: 0.15 eV
* total charge: 0
* SMILES: Cc1ccccc1C(=O)NC(=S)NCCC1=CCCCC1
* relative energy (zero: lowest compared OMol25 entry of this formula, charge and spin): 391.3 kcal per mole
* orbital gap: 8.49 eV

Each line ends with the natural charge from an NBO analysis.
Positions of all 43 atoms, in Å:
C  -3.36530  1.99186  -0.86771  -0.69
C  -2.54238  2.74074  0.15350  0.11
C  -2.74602  4.07108  0.34844  -0.25
C  -1.85896  4.66151  1.38682  -0.12
C  -0.81950  4.01820  2.12859  -0.26
C  -0.76115  2.46990  1.99454  -0.09
C  -1.45963  1.78939  1.07791  -0.08
C  -1.26869  0.45992  0.58286  0.61
O  -1.25121  -0.37682  1.51780  -0.68
N  -1.01068  0.13406  -0.57047  -0.58
C  -0.71043  -1.29098  -1.17885  0.27
S  -0.01799  -1.19320  -2.61596  -0.17
N  -0.64666  -2.26599  -0.40685  -0.60
C  0.15931  -3.29441  -0.47686  -0.22
C  1.28995  -3.65437  0.49787  -0.36
C  2.24095  -2.28612  0.31560  -0.03
C  2.93840  -2.28205  -0.82374  -0.19
C  3.63178  -0.98619  -1.31543  -0.35
C  3.90993  -0.25849  0.05929  -0.33
C  2.69636  0.04797  0.63248  -0.37
C  2.08741  -1.50393  1.30272  -0.46
H  -4.31160  2.51880  -0.80832  0.23
H  -2.88275  1.84368  -1.79650  0.22
H  -3.40282  0.86496  -0.73158  0.23
H  -3.34621  4.36500  -0.21314  0.17
H  -2.00587  5.60960  1.54608  0.18
H  -0.51553  4.18940  3.15637  0.23
H  -0.13937  1.99686  2.37510  0.16
H  -1.18048  0.74099  -1.35762  0.42
H  -0.82694  -1.92629  0.75203  0.45
H  0.18746  -3.51743  -1.55012  0.25
H  -0.62901  -4.20312  -0.36015  0.17
H  1.04704  -3.57380  1.34355  0.17
H  1.72666  -4.47941  0.12384  0.22
H  2.81268  -3.03135  -1.76105  0.22
H  4.75483  -1.47994  -1.53264  0.18
H  3.24201  -0.47276  -1.93666  0.17
H  4.51240  0.88939  -0.21548  0.14
H  4.54115  -0.66253  0.57108  0.17
H  2.70104  0.78838  1.24665  0.19
H  1.84258  0.50919  0.01015  0.20
H  1.02691  -1.26651  1.63494  0.24
H  2.71869  -1.77534  2.18351  0.23